{
  "formula": "C5H13N",
  "method": "the ωB97M-V functional and the def2-TZVPD basis",
  "elements": ["C", "C", "C", "H", "H", "H", "H", "H", "H", "C", "N", "C", "H", "H", "H", "H", "H", "H", "H"],
  "coordinates": [[2.382, -0.478, 3.157], [2.082, 0.930, 2.653], [2.203, 1.386, 1.353], [1.706, -1.115, 2.554], [3.355, -0.915, 2.943], [1.984, -0.676, 4.141], [1.954, 1.550, 3.507], [2.117, 2.435, 1.136], [2.681, 0.806, 0.581], [-2.991, 0.057, -1.612], [-1.683, 0.164, -2.126], [-1.224, -0.891, -3.005], [-3.346, -0.956, -1.553], [-2.990, 0.372, -0.497], [-3.824, 0.479, -2.104], [-1.041, 0.420, -1.361], [-1.067, -1.835, -2.382], [-0.329, -0.707, -3.605], [-1.970, -1.026, -3.778]],
  "mulliken_spin": [0.0000, 0.0000, 0.0001, 0.0000, 0.0000, 0.0000, 0.0000, 0.0000, 0.0000, 0.0336, 0.7960, 0.0206, 0.0473, 0.0023, 0.0480, -0.0226, 0.0556, 0.0138, 0.0052],
  "s_squared": 0.754,
  "mol_weight_g_mol": 87.2,
  "lumo_energy_ha": [-0.1306, -0.3109],
  "homo_energy_ha": [-0.4352, -0.4352],
  "total_charge": 1,
  "multiplicity": 2,
  "homo_lumo_gap_ev": [8.290, 3.382],
  "total_energy_ha": -252.65765,
  "relative_energy_kcal_mol": 59.9
}